{
  "formula": "C6H9N",
  "method": "ωB97M-V/def2-TZVPD",
  "elements": ["C", "C", "C", "C", "C", "N", "C", "H", "H", "H", "H", "H", "H", "H", "H", "H"],
  "xyz": [[-0.3149, -0.0734, 1.8917], [0.1468, 0.1106, 0.4671], [-0.0590, 1.4151, -0.2484], [-0.8775, 0.2253, -0.6272], [-0.1203, -0.8444, -1.4594], [1.2793, -0.5639, -1.6925], [0.8835, -0.9843, -0.3730], [0.2135, -0.8861, 2.3997], [-1.3880, -0.3170, 1.8879], [-0.1922, 0.8349, 2.4912], [-0.5768, 2.1603, 0.3502], [0.6651, 1.8566, -0.9298], [-1.9212, 0.1207, -0.3462], [-0.6057, -1.5883, -2.0817], [1.5404, 0.4129, -1.7840], [1.3270, -1.8792, 0.0543]],
  "charge": 0,
  "total_energy_ha": -288.64647,
  "orbital_gap_ev": 9.519,
  "multiplicity": 1,
  "relative_energy_kcal_mol": 85.1
}